Record 1
Computed, not measured: C33H37BF3N9O2SV as an isolated structure, with ωB97M-V with the def2-TZVPD basis set.

Last column: Mulliken spin population.
Element x y z (Å)
V1 0.216 0.465 0.004  0.935
C1 4.129 0.912 -3.078  0.002
C2 2.924 1.388 -2.258  0.001
O1 2.958 1.165 -1.033  0.004
C3 1.909 2.062 -2.959  -0.005
C4 0.720 2.599 -2.400  0.015
C5 -0.059 3.562 -3.270  0.002
N1 0.269 2.310 -1.202  0.010
N2 -0.768 3.160 -0.791  0.006
C6 -1.300 2.798 0.330  0.013
O2 -0.996 1.748 1.030  -0.007
C7 -2.296 3.739 0.923  0.002
C8 -2.821 4.812 0.202  0.000
C9 -3.740 5.671 0.783  0.000
C10 -4.155 5.476 2.097  0.001
C11 -3.642 4.406 2.818  0.000
C12 -2.724 3.542 2.233  0.000
H1 4.960 1.610 -2.941  0.000
H2 3.909 0.835 -4.145  0.000
H3 4.441 -0.062 -2.695  0.000
H4 2.054 2.214 -4.022  -0.001
H5 0.340 3.552 -4.285  0.000
H6 0.010 4.576 -2.870  0.000
H7 -1.115 3.293 -3.281  0.000
H8 -2.486 4.947 -0.818  0.000
H9 -4.144 6.497 0.208  0.000
H10 -4.876 6.147 2.550  0.000
H11 -3.962 4.240 3.841  0.000
H12 -2.322 2.694 2.772  0.000
C13 0.890 -1.192 -3.318  0.021
C14 1.536 -1.749 -2.097  0.023
C15 2.398 -2.858 -2.022  -0.005
C16 2.694 -3.000 -0.684  0.005
C17 3.564 -4.017 -0.021  0.000
N3 2.046 -2.024 -0.019  0.033
N4 1.337 -1.255 -0.884  -0.063
B1 1.897 -1.875 1.505  -0.017
N5 2.365 -0.489 1.994  0.023
N6 1.789 0.622 1.485  -0.041
C18 2.367 1.668 2.051  0.015
C19 1.968 3.054 1.680  0.010
C20 3.344 1.224 2.963  0.000
C21 3.312 -0.156 2.888  0.009
C22 4.143 -1.162 3.616  -0.001
N7 0.409 -2.052 1.880  0.025
N8 -0.509 -1.203 1.362  -0.026
C23 -1.680 -1.522 1.903  0.015
C24 -2.948 -0.811 1.569  0.004
C25 -1.513 -2.614 2.777  0.000
C26 -0.168 -2.917 2.732  0.008
C27 0.587 -3.985 3.454  -0.001
H13 1.638 -0.924 -4.067  0.003
H14 0.211 -1.933 -3.749  0.002
H15 0.312 -0.306 -3.070  -0.019
H16 2.760 -3.467 -2.836  0.000
H17 4.022 -4.648 -0.784  0.000
H18 4.360 -3.548 0.560  0.000
H19 2.997 -4.656 0.659  0.000
H20 2.552 -2.726 2.047  0.000
H21 1.768 3.086 0.608  -0.001
H22 1.056 3.352 2.202  0.000
H23 2.764 3.761 1.925  0.001
H24 3.999 1.824 3.575  0.000
H25 4.830 -0.645 4.286  0.000
H26 3.528 -1.841 4.210  0.000
H27 4.729 -1.772 2.926  0.000
H28 -2.739 0.071 0.970  -0.001
H29 -3.617 -1.465 1.003  0.001
H30 -3.466 -0.505 2.482  0.001
H31 -2.273 -3.115 3.355  0.000
H32 -0.106 -4.568 4.062  0.000
H33 1.090 -4.660 2.760  0.000
H34 1.352 -3.565 4.111  0.000
F1 -4.282 0.088 -3.753  0.000
C28 -4.698 -0.604 -2.673  0.001
F2 -5.904 -1.143 -3.045  0.000
F3 -4.998 0.289 -1.719  0.000
C29 -3.738 -1.672 -2.240  0.001
C30 -4.142 -2.990 -2.337  0.000
C31 -3.287 -4.009 -1.943  0.004
C32 -2.040 -3.625 -1.470  -0.001
N9 -1.622 -2.378 -1.380  0.000
C33 -2.429 -1.351 -1.751  0.003
S1 -1.856 0.255 -1.622  -0.010
H35 -5.130 -3.220 -2.711  0.000
H36 -3.576 -5.050 -1.998  0.001
H37 -1.325 -4.380 -1.145  0.000

Summary:
- <S²>: 0.76
- ΔE to the lowest compared entry with this formula, charge and spin: 0.00 kJ/mol
- Spin multiplicity: 2
- Orbital gap (spin up / spin down): 4.21 / 3.68 eV
- Charge: -2
- Highest occupied orbital energy (spin up / spin down): 0.0024 / 0.0219 hartree



Record 2
Computed, not measured: C64H73Cl3FN4O2P2SY as an isolated structure in a non-equilibrium geometry, with ωB97M-V with the def2-TZVPD basis set.

Last column: Löwdin charge in e.
Element x y z (Å)
Y1 -0.285 0.756 -0.318  1.239
C1 5.082 -1.814 4.262  -0.030
C2 4.419 -0.463 4.577  -0.550
C3 3.716 -0.532 5.943  -0.023
C4 5.517 0.601 4.641  -0.051
C5 3.382 -0.152 3.516  -0.128
C6 3.401 1.005 2.749  0.032
C7 2.424 1.196 1.793  -0.168
N1 1.434 0.347 1.539  0.036
C8 1.377 -0.761 2.301  -0.190
C9 2.327 -1.030 3.271  0.062
C10 0.196 -1.625 2.083  -0.182
C11 -0.036 -2.774 2.820  0.061
C12 -1.213 -3.507 2.663  -0.132
C13 -2.128 -2.997 1.750  0.025
C14 -1.811 -1.864 1.023  -0.131
N2 -0.670 -1.191 1.152  0.032
C15 -1.458 -4.764 3.475  -0.555
C16 -0.242 -5.698 3.366  -0.035
C17 -1.668 -4.356 4.943  -0.027
C18 -2.697 -5.527 2.997  -0.054
H1 5.862 -2.012 4.997  0.096
H2 5.544 -1.794 3.273  0.089
H3 4.370 -2.639 4.296  0.081
H4 4.458 -0.635 6.735  0.096
H5 3.039 -1.384 6.006  0.085
H6 3.144 0.379 6.123  0.079
H7 6.228 0.333 5.421  0.095
H8 5.112 1.583 4.891  0.089
H9 6.067 0.667 3.700  0.091
H10 4.162 1.759 2.881  0.121
H11 2.444 2.094 1.192  0.062
H12 2.246 -1.932 3.860  0.111
H13 0.704 -3.110 3.530  0.108
H14 -3.087 -3.466 1.585  0.111
H15 -2.517 -1.466 0.315  0.026
H16 0.652 -5.261 3.810  0.078
H17 -0.032 -5.939 2.323  0.095
H18 -0.448 -6.627 3.896  0.094
H19 -0.777 -3.882 5.359  0.084
H20 -1.890 -5.242 5.537  0.096
H21 -2.505 -3.663 5.036  0.094
H22 -2.619 -5.793 1.941  0.088
H23 -3.609 -4.953 3.159  0.089
H24 -2.786 -6.450 3.568  0.094
C19 2.063 4.681 0.161  -0.275
C20 0.673 4.808 0.786  -0.321
P1 -0.272 3.266 1.198  1.030
C21 -1.877 4.094 1.531  -0.377
C22 -2.695 4.401 0.448  -0.130
C23 -3.922 5.019 0.635  -0.084
C24 -4.344 5.341 1.917  -0.069
C25 -3.525 5.059 3.000  -0.074
C26 -2.298 4.440 2.813  -0.097
C27 0.212 2.868 2.917  -0.412
C28 1.143 3.576 3.667  -0.087
C29 1.385 3.223 4.988  -0.063
C30 0.710 2.158 5.564  -0.072
C31 -0.204 1.430 4.811  -0.057
C32 -0.449 1.781 3.495  -0.125
C33 2.032 4.111 -1.262  -0.335
P2 2.031 2.268 -1.472  1.020
C34 2.067 2.192 -3.310  -0.346
C35 1.312 3.055 -4.105  -0.111
C36 1.341 2.954 -5.488  -0.066
C37 2.109 1.976 -6.100  -0.063
C38 2.850 1.101 -5.320  -0.070
C39 2.829 1.207 -3.938  -0.105
C40 3.785 1.817 -1.145  -0.373
C41 4.059 0.559 -0.607  -0.139
C42 5.363 0.159 -0.357  -0.068
C43 6.417 1.009 -0.656  -0.058
C44 6.156 2.259 -1.200  -0.054
C45 4.853 2.660 -1.450  -0.067
H25 2.750 4.118 0.800  0.092
H26 2.472 5.691 0.096  0.121
H27 0.026 5.342 0.084  0.089
H28 0.709 5.413 1.694  0.088
H29 -2.378 4.149 -0.556  0.076
H30 -4.547 5.242 -0.219  0.111
H31 -5.302 5.819 2.071  0.114
H32 -3.842 5.324 4.000  0.115
H33 -1.676 4.232 3.673  0.105
H34 1.682 4.413 3.240  0.103
H35 2.101 3.793 5.565  0.114
H36 0.882 1.901 6.600  0.111
H37 -0.728 0.596 5.261  0.114
H38 -1.169 1.223 2.901  0.082
H39 2.876 4.489 -1.839  0.080
H40 1.129 4.487 -1.748  0.065
H41 0.710 3.836 -3.661  0.087
H42 0.772 3.653 -6.087  0.114
H43 2.143 1.906 -7.179  0.114
H44 3.460 0.342 -5.794  0.115
H45 3.432 0.537 -3.338  0.100
H46 3.240 -0.107 -0.374  0.069
H47 5.554 -0.814 0.081  0.110
H48 7.436 0.703 -0.463  0.114
H49 6.973 2.930 -1.430  0.115
H50 4.686 3.633 -1.892  0.106
N3 -1.161 2.369 -2.095  0.019
H51 -1.019 2.017 -3.036  0.021
H52 -0.969 3.365 -2.127  0.035
H53 -2.157 2.272 -1.896  0.017
F1 -2.180 0.944 0.167  -0.512
O1 -1.356 -0.421 -2.205  -0.619
S1 -2.554 -1.351 -2.171  0.998
C46 -2.099 -2.714 -3.302  -0.247
C47 -3.090 -3.838 -3.205  -0.280
C48 -3.354 -4.427 -1.969  -0.055
C49 -4.245 -5.483 -1.870  -0.067
C50 -4.879 -5.963 -3.008  -0.066
C51 -4.609 -5.393 -4.242  -0.057
C52 -3.722 -4.331 -4.340  -0.041
C53 -3.885 -0.579 -3.171  -0.238
C54 -3.622 -0.472 -4.639  -0.286
C55 -4.406 -1.178 -5.547  -0.048
C56 -4.189 -1.048 -6.911  -0.058
C57 -3.182 -0.221 -7.382  -0.066
C58 -2.381 0.470 -6.483  -0.063
C59 -2.601 0.344 -5.122  -0.044
H54 -1.119 -3.022 -2.934  0.091
H55 -2.010 -2.316 -4.312  0.100
H56 -2.843 -4.059 -1.085  0.093
H57 -4.439 -5.941 -0.909  0.106
H58 -5.579 -6.785 -2.932  0.112
H59 -5.083 -5.778 -5.135  0.113
H60 -3.505 -3.895 -5.308  0.113
H61 -4.021 0.398 -2.708  0.067
H62 -4.759 -1.197 -2.959  0.106
H63 -5.200 -1.818 -5.181  0.119
H64 -4.810 -1.595 -7.609  0.114
H65 -3.023 -0.111 -8.446  0.111
H66 -1.587 1.111 -6.845  0.103
H67 -1.976 0.878 -4.420  0.082
Cl1 -5.352 -0.481 0.679  0.638
C60 -5.265 1.269 1.011  -1.568
Cl2 -4.118 1.598 2.314  0.687
Cl3 -6.872 1.857 1.487  0.652
C61 -4.904 1.909 -0.245  -0.398
N4 -4.665 2.350 -1.274  0.218
C62 2.949 -2.543 -1.769  0.009
C63 1.773 -1.693 -2.140  -0.446
C64 1.329 -1.741 -3.567  0.000
O2 1.230 -0.981 -1.307  -0.072
H68 2.915 -3.514 -2.261  0.098
H69 3.011 -2.672 -0.689  0.093
H70 3.861 -2.042 -2.106  0.098
H71 2.141 -1.406 -4.212  0.085
H72 0.457 -1.108 -3.719  0.074
H73 1.105 -2.771 -3.852  0.102

Summary:
- Orbital gap: 8.37 eV
- Charge: +2
- Highest occupied orbital energy: -0.4759 hartree



| no. | molar mass (g/mol) | DFT total energy (Ha) |
| --- | --- | --- |
| 1 | 742.5 | -3589.88043 |
| 2 | 1238.6 | -5451.58059 |